Record 1
This record from the OMol25 dataset describes a molecular structure, C5H6O3 at a distorted geometry. The level of theory is ωB97M-V/def2-TZVPD.

Output
Total charge ... 0
LUMO level ... 0.3 eV

```
14
Properties=species:S:1:pos:R:3:forces:R:3:lowdin_charge:R:1
C 0.597 -0.214 -0.087 2.14 -3.68 -2.80 -0.491
C -0.410 -0.087 1.041 0.99 -1.07 0.87 -0.039
C -1.169 0.633 -0.132 -2.63 -2.80 1.99 -0.192
C -0.586 -0.597 -1.063 0.75 2.62 2.03 0.045
C 0.828 1.161 -0.287 -0.20 5.65 0.97 -0.485
H 1.914 -1.679 0.631 0.09 3.70 -4.26 0.245
H -0.858 -1.104 1.301 0.53 1.54 -0.01 0.146
H 0.073 0.481 1.875 -1.20 -0.35 -0.30 0.150
H -2.276 0.498 0.113 1.27 1.83 -0.98 0.165
H -0.591 -0.366 -2.126 0.36 -0.60 0.06 0.118
H -0.771 -1.588 -0.628 -1.09 0.30 -1.15 0.116
O 1.898 -0.881 -0.252 -1.84 -3.54 5.32 -0.047
O -0.389 1.873 -0.286 -2.16 -3.68 -1.19 0.066
O 1.740 1.871 -0.101 3.00 0.09 -0.55 0.204
```
Forces are in eV/Å.



Record 2
This record from the OMol25 dataset describes a molecular structure, C5H6O3S2Se4TeZn at a distorted geometry. The level of theory is ωB97M-V/def2-TZVPD.

Output
Total charge ... -2
LUMO level ... 4.5 eV

```
22
Properties=species:S:1:pos:R:3:forces:R:3:lowdin_charge:R:1
Zn 0.046 1.119 -0.331 -0.24 1.04 0.37 -0.002
Se 2.054 2.471 0.623 -0.30 -0.30 -0.06 -0.101
Se 1.326 4.664 0.339 -0.09 0.05 -0.07 -0.238
Se -0.879 4.547 1.119 0.06 0.08 0.20 -0.261
Se -1.842 2.983 -0.292 0.22 -0.54 -0.07 -0.149
C 2.208 2.112 -3.276 -0.05 0.10 0.05 -0.163
S 1.351 0.625 -2.837 0.24 -0.35 -0.18 0.316
O 2.075 0.071 -1.699 -0.04 -0.10 -0.02 -0.507
O 1.351 -0.222 -4.013 -0.18 0.19 -0.17 -0.359
O -0.006 1.080 -2.419 0.29 -0.10 -0.09 -0.489
H 3.249 1.843 -3.449 -0.02 0.04 -0.05 0.058
H 2.128 2.804 -2.436 0.02 -0.03 -0.03 0.018
H 1.747 2.521 -4.174 0.03 0.01 0.03 0.057
Te 0.042 -1.476 0.031 0.00 -0.34 0.13 0.801
C -1.179 -2.269 1.581 0.01 0.19 0.03 -1.042
C -0.784 -3.253 2.450 -0.04 -0.05 0.05 -0.304
C -1.793 -3.656 3.372 0.01 0.01 -0.04 -0.245
C -2.961 -2.974 3.197 0.00 0.04 -0.08 -0.479
S -2.816 -1.850 1.907 0.08 0.05 -0.05 0.895
H 0.215 -3.670 2.421 -0.03 0.04 0.04 0.077
H -1.648 -4.408 4.138 -0.01 0.00 -0.02 0.080
H -3.885 -3.063 3.748 0.05 -0.02 0.04 0.039
```
Forces are in eV/Å.



Record 3
This record from the OMol25 dataset describes 2 unconnected molecules or ions with the total composition C5H6O3Si at a distorted geometry. The level of theory is ωB97M-V/def2-TZVPD.

Output
Total charge ... 0
LUMO level ... -1.2 eV

```
15
Properties=species:S:1:pos:R:3:forces:R:3:lowdin_charge:R:1
C -1.044 0.677 1.120 -0.93 -3.09 -4.00 -0.076
C -1.028 -0.523 0.434 0.61 -0.06 1.63 -0.366
C 2.878 1.000 1.008 -0.46 -3.93 0.91 -0.241
C 2.383 0.511 -0.368 -0.80 -3.31 -0.70 -0.182
C -2.803 -1.453 -1.805 1.08 0.76 1.48 -0.484
O 3.123 2.139 1.160 0.37 1.52 0.35 0.095
O 2.067 -0.643 -0.711 1.15 3.11 1.65 -0.015
O -2.797 -2.635 -2.055 -1.05 0.02 -0.38 -0.059
Si -1.151 -0.586 -1.424 0.86 0.71 -0.66 0.874
H -1.138 0.791 2.119 0.35 0.03 3.27 0.007
H -1.391 1.511 0.560 0.20 0.97 -0.49 0.025
H -0.756 -1.547 0.909 -0.57 1.85 -0.29 0.086
H 2.977 0.138 1.842 -0.13 1.70 -1.42 0.163
H 2.330 1.320 -1.066 -0.10 0.84 -0.79 0.111
H -3.649 -0.699 -1.723 -0.58 -1.13 -0.57 0.063
```
Forces are in eV/Å.



Record 4
This record from the OMol25 dataset describes a molecular structure, C5H6O4Rb at a distorted geometry. The level of theory is ωB97M-V/def2-TZVPD.

Output
Total charge ... +1
LUMO level (alpha / beta) ... -4.3 / -4.3 eV

```
16
Properties=species:S:1:pos:R:3:forces:R:3:lowdin_charge:R:1
O 1.458 0.093 1.464 3.05 -2.82 0.79 -0.068
C 2.098 -0.981 1.287 -3.25 2.74 0.03 -0.139
C 2.999 -1.034 0.105 1.64 1.23 -0.63 -0.171
O 3.376 0.003 -0.432 -0.54 -1.29 0.53 -0.016
Rb 2.976 2.991 0.347 -0.22 -0.51 -0.05 0.939
H 1.811 -1.900 1.816 0.30 0.11 0.06 0.131
H 3.383 -2.020 -0.208 -0.17 0.15 -0.17 0.135
C -2.632 -0.259 -2.089 -0.10 0.07 0.29 0.067
C -2.351 -0.008 -0.819 -0.67 0.14 -0.40 -0.170
O -1.021 0.260 -0.480 -0.12 -0.11 -0.23 -0.018
C -0.625 0.842 0.612 1.40 0.36 -0.52 -0.188
O -1.585 1.291 1.355 -1.90 -0.38 0.58 0.094
H -1.853 -0.283 -2.852 -0.25 0.07 0.24 0.078
H -3.066 0.026 0.000 0.19 0.01 -0.26 0.121
H -3.669 -0.419 -2.380 0.35 -0.11 0.07 0.074
H -1.298 1.397 2.272 0.29 0.34 -0.32 0.129
```
Forces are in eV/Å.



Record 5
This record from the OMol25 dataset describes C5H6OS in the gas phase at a distorted geometry. The level of theory is ωB97M-V/def2-TZVPD.

Output
Total charge ... 0
LUMO level ... 0.9 eV
SMILES string ... C1=CSC2(CC2)O1

```
13
Properties=species:S:1:pos:R:3:forces:R:3:lowdin_charge:R:1
C -1.730 0.937 -0.003 -0.58 0.12 0.00 -0.230
C -2.214 -0.301 -0.001 0.59 0.39 -0.03 -0.394
S -0.920 -1.502 -0.009 0.03 0.13 -0.01 0.950
C 0.298 -0.150 -0.007 -0.04 0.32 -0.05 -0.692
C 1.576 -0.210 -0.777 -0.87 -2.03 1.62 -0.069
C 1.572 -0.221 0.756 -0.38 -0.32 -0.44 -0.083
O -0.384 1.110 -0.009 0.27 -0.28 0.02 -0.052
H -2.303 1.868 -0.001 0.26 -0.40 -0.01 0.129
H -3.248 -0.569 -0.010 -0.25 -0.12 0.02 0.061
H 1.798 -1.151 -1.250 0.08 -0.02 -0.27 0.102
H 1.884 0.657 -1.234 0.67 1.78 -1.05 0.081
H 1.778 -1.131 1.295 0.10 -0.21 -0.08 0.099
H 1.892 0.663 1.251 0.13 0.64 0.28 0.099
```
Forces are in eV/Å.



Record 6
This record from the OMol25 dataset describes C5H6OS2 in the gas phase at a distorted geometry. The level of theory is ωB97M-V/def2-TZVPD.

Output
Total charge ... 0
LUMO level ... -0.1 eV
SMILES string ... S=C1C[C@]2(CO2)CS1

```
14
Properties=species:S:1:pos:R:3:forces:R:3:lowdin_charge:R:1
S 1.361 0.635 3.024 0.33 0.23 1.16 0.693
C 0.574 0.023 1.786 -1.22 0.26 -0.55 -1.186
C 1.094 -0.020 0.415 0.71 1.15 -1.66 -0.226
C -0.033 -0.088 -0.590 -2.11 -0.17 1.68 -0.597
C -0.471 1.109 -1.377 1.53 -0.07 0.86 -0.016
O 0.294 -0.006 -1.893 0.13 -0.06 -2.00 0.010
C -1.073 -1.074 -0.029 0.60 -0.66 0.08 -0.320
S -1.072 -0.581 1.768 -0.22 -0.48 -0.32 0.924
H 1.642 0.903 0.096 0.21 -0.92 0.86 0.142
H 1.732 -0.910 0.386 0.10 0.12 -0.54 0.144
H 0.171 1.988 -1.175 -0.69 -0.30 -0.50 0.122
H -1.459 1.253 -1.815 0.24 -0.20 0.34 0.121
H -0.669 -2.102 -0.142 -0.13 0.46 0.32 0.094
H -2.092 -1.130 -0.454 0.52 0.65 0.25 0.094
```
Forces are in eV/Å.



Record 7
This record from the OMol25 dataset describes a molecular structure, C5H6OS2 at a distorted geometry. The level of theory is ωB97M-V/def2-TZVPD.

Output
Total charge ... 0
LUMO level ... -0.7 eV

```
14
Properties=species:S:1:pos:R:3:forces:R:3:lowdin_charge:R:1
C -0.041 1.522 0.967 -2.13 0.40 1.79 -0.039
C 1.038 1.133 0.051 1.70 -0.07 -1.67 -0.468
C 0.904 -0.258 -0.633 -0.30 -0.06 0.95 -0.451
C -0.829 -1.703 0.029 -1.41 -0.85 -1.10 -0.501
C -0.509 -0.696 -1.063 0.83 -0.57 0.21 -0.925
H -1.081 1.419 0.499 1.49 0.19 0.37 0.112
H -0.076 0.818 1.850 0.18 0.54 -0.95 0.092
H 0.052 2.544 1.414 0.14 -0.81 -0.73 0.102
H 1.729 -0.393 -1.342 -0.48 0.18 -0.03 0.119
H -1.651 -1.394 0.697 0.48 -0.03 -0.03 0.088
H -1.147 -2.688 -0.457 0.54 1.21 0.82 0.104
O 2.031 1.793 -0.228 -1.41 -0.61 0.69 0.082
S 0.850 -1.612 0.653 0.65 0.05 0.17 0.892
S -1.270 -0.485 -2.436 -0.29 0.42 -0.50 0.793
```
Forces are in eV/Å.



Record 8
This record from the OMol25 dataset describes C5H6OS2 in the gas phase at a distorted geometry. The level of theory is ωB97M-V/def2-TZVPD.

Output
Total charge ... 0
LUMO level ... -0.7 eV
SMILES string ... S=C[C@]12CSC[C@@H]1O2

```
14
Properties=species:S:1:pos:R:3:forces:R:3:lowdin_charge:R:1
S 2.394 -0.430 -0.160 -0.28 0.15 0.05 0.739
C 1.245 0.697 -0.287 0.19 0.16 -0.35 -0.596
C -0.005 0.798 0.500 0.33 -0.01 -0.05 -0.529
C -0.389 -0.386 1.353 -0.68 0.03 0.98 -0.359
S -1.155 -1.473 0.003 -0.03 0.15 -0.15 0.834
C -1.355 -0.063 -1.243 -0.55 -0.01 -0.40 -0.343
C -1.310 1.020 -0.191 -0.88 -0.16 0.35 -0.355
O -0.569 2.117 0.254 0.14 0.29 0.01 0.064
H 1.387 1.530 -1.003 -0.19 -0.40 0.44 0.085
H -1.152 -0.176 2.146 0.75 -0.12 -0.78 0.104
H 0.459 -0.926 1.768 0.05 0.05 0.01 0.046
H -0.536 -0.058 -1.964 -0.12 -0.02 0.10 0.077
H -2.337 -0.179 -1.749 0.65 0.05 0.32 0.085
H -2.200 0.936 0.474 0.61 -0.15 -0.52 0.150
```
Forces are in eV/Å.



Record 9
This record from the OMol25 dataset describes C5H6S in the gas phase at a distorted geometry. The level of theory is ωB97M-V/def2-TZVPD.

Output
Total charge ... 0
⟨S²⟩ ... 2.01
LUMO level (alpha / beta) ... 0.7 / -2.4 eV
Multiplicity ... 3

```
12
Properties=species:S:1:pos:R:3:forces:R:3:lowdin_charge:R:1
C -1.158 -0.470 0.737 -0.75 -1.62 -1.29 -0.179
C -1.580 -1.305 -0.205 -0.28 1.00 1.32 0.012
C -0.479 0.379 1.381 4.26 1.66 -0.55 -0.012
C 1.141 0.711 0.556 -5.20 -2.12 -1.27 -0.817
C 1.069 0.436 -0.915 -5.17 2.55 -0.21 -0.178
S 2.401 1.259 1.330 2.19 1.05 1.76 0.767
H -2.275 -0.892 -0.918 -0.01 -0.21 -0.44 0.068
H -1.384 -2.363 -0.160 -0.05 -0.17 -0.02 0.066
H -0.537 0.936 2.298 -0.37 -0.22 0.09 0.073
H 0.802 1.433 -1.484 0.48 -1.41 0.96 0.111
H 0.131 -0.215 -1.195 1.96 0.91 0.72 0.078
H 1.869 0.092 -1.425 2.94 -1.43 -1.07 0.011
```
Forces are in eV/Å.



Record 10
This record from the OMol25 dataset describes C5H7B in the gas phase at a distorted geometry. The level of theory is ωB97M-V/def2-TZVPD.

Output
Total charge ... 0
LUMO level (alpha / beta) ... -0.7 / -0.4 eV

```
13
Properties=species:S:1:pos:R:3:forces:R:3:lowdin_charge:R:1
B 1.427 -0.850 0.807 0.16 -0.25 -0.25 0.004
C -1.454 0.240 0.014 1.81 0.39 0.12 -0.172
C -0.286 1.086 0.228 -0.69 0.31 -0.18 -0.081
C -1.550 -1.079 0.235 -1.39 0.48 -0.58 0.023
C 1.644 -0.400 -0.607 0.53 -1.07 -1.43 -0.102
C 1.034 0.651 0.376 -0.40 1.60 1.27 -0.319
H -2.331 0.703 -0.395 -0.23 0.40 -0.04 0.089
H -0.475 2.168 0.304 0.08 -0.56 0.01 0.111
H -0.901 -1.790 0.691 0.80 -0.11 0.08 0.037
H -2.534 -1.412 -0.052 -0.11 -0.77 0.25 0.056
H 2.730 -0.141 -0.805 -1.39 -0.30 -0.18 0.112
H 0.958 -0.609 -1.488 1.18 0.19 1.11 0.123
H 1.739 1.434 0.691 -0.35 -0.32 -0.19 0.121
```
Forces are in eV/Å.



Record 11
This record from the OMol25 dataset describes a molecular structure, C5H7BF6N6O4PdS2 at a distorted geometry. The level of theory is ωB97M-V/def2-TZVPD.

Output
Total charge ... 0
LUMO level ... -3.0 eV

```
32
Properties=species:S:1:pos:R:3:forces:R:3:lowdin_charge:R:1
Pd 0.417 -0.317 0.084 -1.11 0.18 0.25 0.963
F 3.680 -4.147 -0.649 0.11 -0.11 0.01 0.161
C 2.450 -4.075 -1.134 -0.06 -0.02 -0.19 -0.703
F 1.760 -5.149 -0.775 0.02 -0.09 0.00 0.161
F 2.494 -4.002 -2.458 0.08 -0.03 -0.01 0.156
S 1.658 -2.585 -0.435 0.00 -0.40 0.03 0.552
O 1.479 -2.832 0.965 0.09 -0.09 -0.24 -0.266
O 2.493 -1.467 -0.827 -0.45 -0.34 0.01 -0.299
N 0.297 -2.539 -1.297 -0.25 0.60 0.27 -0.305
S -1.176 -2.480 -0.681 0.69 -0.44 0.22 0.647
O -1.130 -1.882 0.679 0.53 0.29 -0.97 -0.350
O -1.949 -3.650 -0.906 0.05 -0.06 0.43 -0.230
C -2.028 -1.199 -1.774 0.08 -0.25 0.02 -0.684
F -1.200 -0.683 -2.670 -0.03 0.07 -0.04 0.135
F -2.502 -0.220 -1.005 -0.05 0.07 -0.03 0.120
F -3.034 -1.797 -2.390 0.03 0.20 -0.05 0.157
B 0.466 -0.230 3.539 0.17 -0.13 0.10 -0.383
C -0.056 0.503 2.284 -0.18 0.35 -0.05 -0.209
N -0.506 1.064 1.340 0.21 -0.50 0.28 0.021
H 0.095 -1.382 3.423 -0.07 0.22 0.05 0.034
H 1.679 -0.143 3.541 -0.22 0.13 0.02 0.031
H -0.072 0.355 4.469 0.10 -0.12 -0.16 0.036
N -1.512 3.519 0.278 0.01 0.16 -0.13 0.203
C -0.547 4.169 -0.373 -0.33 -0.06 0.07 -0.472
N -0.663 5.485 -0.580 0.05 0.03 -0.06 0.186
N 0.543 3.587 -0.845 0.30 -0.09 -0.03 0.153
C 0.758 2.329 -0.827 0.26 0.21 -0.13 -0.278
N 1.109 1.213 -0.921 -0.06 0.26 0.26 0.059
H -2.291 4.018 0.670 0.01 0.03 0.00 0.121
H -1.335 2.573 0.608 0.00 -0.09 0.05 0.043
H -1.449 6.012 -0.247 0.01 0.01 0.02 0.117
H 0.070 5.953 -1.083 -0.02 0.00 -0.02 0.122
```
Forces are in eV/Å.



Record 12
This record from the OMol25 dataset describes 2 unconnected molecules or ions with the total composition C5H7BN2O at a distorted geometry. The level of theory is ωB97M-V/def2-TZVPD.

Output
Total charge ... 0
LUMO level ... 0.2 eV
SMILES string ... C=C=CB(N)C#N.C=O

```
16
Properties=species:S:1:pos:R:3:forces:R:3:lowdin_charge:R:1
C 1.085 -1.984 1.393 0.72 -1.05 0.51 0.021
C 1.124 -1.002 0.569 0.53 0.64 0.89 -0.161
C 1.151 0.175 0.068 -0.51 2.51 -1.23 -0.044
B 0.116 1.377 0.318 1.27 -2.43 -0.23 -0.578
N 0.218 2.347 -0.624 -1.11 5.90 -0.91 0.172
C -1.054 1.158 1.279 -1.08 -0.32 0.73 -0.100
N -1.946 0.750 1.892 0.70 0.49 -0.31 0.153
H 0.404 -2.769 1.206 -0.61 -0.94 0.05 0.045
H 1.835 -2.111 2.182 -0.43 0.20 -0.21 0.079
H 1.707 0.497 -0.821 0.32 -0.90 0.19 0.102
H -0.396 3.258 -0.528 1.37 -2.73 -0.25 0.155
H 0.971 2.623 -1.295 -0.84 -1.23 1.13 0.119
C -1.253 -1.051 -1.399 -1.86 1.34 -0.02 -0.116
O -1.390 0.176 -1.557 0.53 -4.03 0.09 -0.055
H -1.832 -1.656 -0.587 0.90 1.30 -0.69 0.112
H -0.741 -1.787 -2.095 0.08 1.24 0.28 0.096
```
Forces are in eV/Å.



Here are the calculated E_tot numbers, same order: -419.6944, -12869.4834, -709.1398, -518.8218, -667.4757, -1065.6738, -1065.6832, -1065.5810, -592.0787, -219.3588, -2372.4138, -404.2576 (hartree).
Here are the calculated energy relative to the best compared isomer or geometry (same formula, charge and spin) numbers, same order: 380.6, 1.6, 94.3, 34.0, 163.8, 144.3, 119.5, 387.9, 103.9, 386.7, 229.0, 288.8 (kJ/mol).